#w
Formula: C3H7NOS
Source: OMol25
Level of theory: ωB97M-V/def2-TZVPD

Cartesian coordinates (Å):
C  0.667  0.848  -0.225
C  1.205  0.139  -1.494
C  -0.183  1.066  0.746
N  -1.506  -1.248  1.597
O  -1.562  0.755  3.078
S  -1.887  0.393  1.731
H  1.544  1.575  -0.230
H  0.359  -0.325  -1.877
H  1.916  -0.599  -1.227
H  1.629  0.859  -2.131
H  0.072  1.793  1.451
H  -2.012  -1.808  0.896
H  -1.044  -1.688  2.477

Summary:
Frontier orbital gap (eV): 9.06
LUMO (eV): 0.63

=====

#x
Formula: C3H7NOS
Source: OMol25
Level of theory: ωB97M-V/def2-TZVPD

Cartesian coordinates (Å):
N  -0.808  -1.491  1.554
C  -0.816  -0.801  0.276
C  0.260  0.167  -0.039
C  0.303  0.809  -1.498
O  -0.327  0.338  -2.369
S  1.364  2.344  -1.733
H  0.140  -1.888  1.591
H  -0.760  -0.728  2.330
H  -0.812  -1.586  -0.501
H  -1.751  -0.293  0.192
H  1.259  -0.411  0.145
H  0.248  1.096  0.546
H  1.699  2.444  -0.494

Summary:
Frontier orbital gap (eV): 10.34
SMILES string: NCCC(=O)S
LUMO (eV): 0.59

=====

#y
Formula: C3H7NOS
Source: OMol25
Level of theory: ωB97M-V/def2-TZVPD

Cartesian coordinates (Å):
C  0.204  2.196  0.411
C  0.279  0.618  0.131
S  -1.310  0.025  -0.522
C  -1.254  -1.653  -0.141
N  -0.278  -2.491  -0.234
O  0.885  -2.001  -0.801
H  1.224  2.625  0.505
H  -0.270  2.725  -0.444
H  -0.372  2.354  1.321
H  1.003  0.395  -0.710
H  0.586  0.118  1.066
H  -2.151  -2.119  0.218
H  1.455  -2.792  -0.799

Summary:
Frontier orbital gap (eV): 9.64
SMILES string: CCS/C=N\O
LUMO (eV): 0.89

=====

Relative energy of each structure, in kcal/mol: #w 70.9; #x 0.0; #y 30.9.

=====

#w
Formula: C3H7NOS
Source: OMol25
Level of theory: ωB97M-V/def2-TZVPD

Cartesian coordinates (Å):
C  -1.826  -0.676  -0.469
C  -0.727  0.127  0.267
O  -0.695  1.526  -0.098
C  0.592  -0.413  0.225
N  1.467  0.361  -0.414
S  3.260  -0.069  -0.133
H  -1.949  -1.645  0.190
H  -1.153  -0.932  -1.422
H  -2.724  -0.132  -0.508
H  -0.993  0.174  1.463
H  0.197  1.743  -0.058
H  0.869  -1.344  0.967
H  3.682  1.281  -0.010

Summary:
Frontier orbital gap (eV): 9.70
SMILES string: C[C@H](O)/C=N/S
LUMO (eV): 0.39

=====

#x
Formula: C3H7NOS
Source: OMol25
Level of theory: ωB97M-V/def2-TZVPD

Cartesian coordinates (Å):
C  2.697  0.535  0.522
C  1.281  0.644  -0.068
C  1.802  -0.390  0.781
N  -1.843  -0.619  0.342
O  -3.159  -1.051  -1.729
S  -1.985  -0.319  -1.272
H  -0.873  -0.851  0.521
H  3.713  0.968  0.730
H  0.725  1.455  0.196
H  1.166  0.530  -1.249
H  1.546  -1.341  1.219
H  -2.515  -0.620  1.072
H  -2.556  1.057  -1.066

Summary:
Frontier orbital gap (eV): 10.03
LUMO (eV): 0.76

=====

Relative energy of each structure, in kcal/mol: #w 0.0; #x 46.1.

=====

#w
Formula: C3H7NOS
Source: OMol25
Level of theory: ωB97M-V/def2-TZVPD

Cartesian coordinates (Å):
C  -0.613  -0.545  -0.340
C  -0.975  0.878  0.123
C  0.486  -1.084  0.568
N  0.115  1.788  0.114
O  2.508  -0.200  -0.891
S  1.959  0.005  0.444
H  -1.490  -1.193  -0.307
H  -0.243  -0.516  -1.368
H  -1.776  1.245  -0.537
H  -1.367  0.833  1.146
H  0.178  -1.065  1.613
H  0.776  -2.093  0.275
H  0.441  1.946  -0.839

Summary:
Frontier orbital gap (spin up / spin down) (eV): 8.23 / 8.83
LUMO (spin up / spin down) (eV): -0.38 / -0.56

=====

#x
Formula: C3H7NOS
Source: OMol25
Level of theory: ωB97M-V/def2-TZVPD

Cartesian coordinates (Å):
C  -0.285  0.393  1.166
N  -1.320  1.005  0.750
S  -1.956  0.499  -0.643
C  -0.919  -1.011  -0.806
C  0.039  -0.966  0.433
H  0.274  0.511  2.015
H  -0.455  -0.909  -1.696
H  -1.394  -1.989  -0.655
H  1.148  -0.945  0.381
H  -0.148  -1.687  1.120
O  2.036  1.719  -0.852
H  1.797  1.817  0.063
H  1.183  1.563  -1.275

Summary:
Frontier orbital gap (eV): 9.40
SMILES string: C1=NSCC1.O
LUMO (eV): 0.73

=====

#y
Formula: C3H7NOS
Source: OMol25
Level of theory: ωB97M-V/def2-TZVPD

Cartesian coordinates (Å):
N  1.610  -0.729  -1.543
C  0.600  0.033  -1.074
O  0.393  1.067  -1.681
C  -0.300  -0.363  0.081
C  -0.778  0.862  0.812
S  -2.025  0.364  2.132
H  2.226  -0.356  -2.225
H  1.636  -1.695  -1.269
H  0.225  -1.020  0.759
H  -1.121  -0.865  -0.378
H  -1.260  1.589  0.090
H  0.101  1.390  1.242
H  -1.307  -0.275  3.056

Summary:
Frontier orbital gap (eV): 9.98
SMILES string: NC(=O)CCS
LUMO (eV): 0.78

=====

Relative energy of each structure, in kcal/mol: #w 66.4; #x 41.0; #y 0.0.